This record from the OMol25 dataset describes a structure of composition C13H7F3N2O4PdS. The level of theory is wB97M-V/def2-TZVPD.

As for the spin multiplicity: 3. The relative energy (zero: lowest compared OMol25 entry of this formula, charge and spin) is 2.493 eV. Its largest force on an atom is 0.99 eV/Å.

The geometry in XYZ format:
```
31
Properties=species:S:1:pos:R:3:forces:R:3:mulliken_charge:R:1
Pd 0.592726 -1.752497 -0.651417 -0.7 -0.5 -0.5 0.342
O -3.308275 -3.745020 -0.098852 -0.4 0.1 0.1 -0.417
C -2.298720 -2.892840 -0.222971 0.4 -0.4 -0.2 0.500
O -1.172650 -3.266314 -0.476229 -0.2 -0.2 0.2 -0.592
C -2.673319 -1.469724 -0.039955 -0.1 0.7 0.1 0.359
C -3.953678 -1.038737 0.287524 0.1 -0.3 0.0 -0.417
C -4.171551 0.321154 0.424084 0.0 0.2 0.0 -0.365
C -3.124267 1.203846 0.206699 0.0 0.0 0.0 -0.747
C -1.880555 0.679807 -0.114004 0.1 -0.2 -0.2 0.379
N -1.663854 -0.625912 -0.223730 -0.1 -0.1 -0.1 0.142
C -0.701482 1.540875 -0.498727 0.2 -0.1 0.0 0.064
O -0.777962 2.602596 -1.037009 -0.2 0.0 0.0 -0.548
O 0.430871 0.907510 -0.151994 0.1 0.3 0.5 0.196
H -2.974952 -4.641928 -0.240427 0.1 -0.1 0.0 0.392
H -4.746410 -1.760259 0.426042 0.0 0.0 0.0 0.475
H -5.152613 0.691949 0.687307 0.0 0.0 0.0 0.447
H -3.251989 2.274779 0.281772 0.0 0.0 0.0 0.468
F 4.471124 2.732369 -1.195131 0.0 -0.1 0.0 -0.287
C 3.926467 1.503815 -1.397467 0.1 -0.1 -0.1 0.757
F 4.872534 0.610753 -1.013632 -0.1 0.1 -0.1 -0.281
F 3.760269 1.369568 -2.714667 0.0 0.0 0.2 -0.256
C 2.684974 1.367246 -0.572811 -0.2 -0.1 0.2 0.441
C 2.880244 1.648299 0.854283 0.0 0.0 -0.1 -0.610
C 2.659665 0.744798 1.818353 0.0 0.2 -0.1 -0.324
C 2.280716 -0.684302 1.701888 0.2 -0.2 0.2 -0.126
N 1.954451 -1.397660 0.723823 0.6 0.6 0.5 -0.621
C 1.531479 0.844552 -1.022253 0.2 -0.1 -0.6 -0.170
S 1.247488 -0.214123 -2.367495 0.1 0.4 -0.1 -0.327
H 3.317017 2.606649 1.115355 0.0 0.0 0.2 0.403
H 2.863545 1.040678 2.840964 0.0 0.0 0.0 0.374
H 2.378710 -1.201927 2.670675 0.0 -0.1 -0.1 0.347
```
Forces are in eV/Å.